Entry 1:
{"formula": "C44H43FN3O6S2TeTl", "method": "ωB97M-V with the def2-TZVPD basis set", "homo_energy_ev": -5.85, "spin_multiplicity": 1, "molar_mass_g_mol": 1125.0, "lumo_ha": -0.0643, "total_energy_ha": -3654.78590, "orbital_gap_ev": 4.09, "elements": ["Tl", "F", "C", "C", "C", "C", "O", "C", "C", "N", "C", "C", "C", "C", "C", "C", "N", "C", "C", "N", "C", "C", "C", "O", "O", "H", "H", "H", "H", "H", "H", "H", "H", "H", "H", "H", "H", "H", "H", "H", "H", "H", "H", "O", "C", "O", "C", "C", "C", "C", "C", "C", "H", "H", "H", "H", "H", "C", "C", "C", "C", "C", "C", "C", "O", "C", "C", "C", "H", "H", "H", "H", "H", "H", "H", "H", "H", "H", "H", "H", "Te", "C", "C", "C", "C", "S", "H", "H", "H", "S", "C", "C", "C", "C", "C", "C", "H", "H", "H", "H", "H"], "xyz": [[-2.51132, 2.15136, -2.63844], [1.27564, -0.78000, 2.63485], [0.25708, -1.40596, 1.94362], [-0.12898, -0.93035, 0.72872], [-1.12596, -1.50479, -0.04168], [-1.56473, -0.85054, -1.29294], [-1.14491, 0.26840, -1.52093], [-2.42388, -1.67464, -2.09546], [-2.92771, -2.84422, -1.69071], [-2.84800, -3.20323, -0.32833], [-3.56175, -4.32725, 0.19859], [-4.45121, -4.11920, 1.41935], [-5.03093, -4.41679, -0.02896], [-1.84636, -2.63228, 0.41743], [-1.40750, -3.15100, 1.63517], [-0.32580, -2.59474, 2.31739], [0.03686, -3.26769, 3.56128], [1.42624, -3.63954, 3.61628], [1.74373, -4.40790, 4.90913], [1.34233, -3.65200, 6.12834], [-0.11256, -3.31805, 6.02140], [-0.38927, -2.53274, 4.71348], [-2.52624, -1.35827, -3.61545], [-2.57459, -2.37434, -4.32295], [-2.49586, -0.13584, -3.90462], [0.37552, -0.10041, 0.20286], [-3.48991, -3.42323, -2.44327], [-2.92897, -5.21481, 0.06041], [-4.66956, -3.14994, 1.77887], [-4.50371, -4.93502, 2.07359], [-5.47589, -3.58443, -0.51546], [-5.50792, -5.40554, -0.20813], [-1.91908, -4.00360, 2.06723], [2.10314, -2.83895, 3.47731], [1.65518, -4.21205, 2.68353], [2.80854, -4.64629, 5.06817], [1.21762, -5.37140, 5.02560], [1.86413, -2.78451, 6.19387], [1.59235, -4.22754, 6.91437], [-0.37840, -2.70330, 6.88679], [-0.56398, -4.25256, 6.06840], [0.07304, -1.51680, 4.83499], [-1.47798, -2.38580, 4.66075], [1.04207, 2.95973, 2.59116], [1.18579, 3.35977, 1.42629], [0.09801, 3.55476, 0.64087], [2.50179, 3.65231, 0.81000], [3.64200, 3.53578, 1.66988], [4.86134, 3.87081, 1.15746], [4.98514, 4.26561, -0.17230], [3.85112, 4.35023, -0.98912], [2.63006, 4.02334, -0.50505], [3.53475, 3.31667, 2.70973], [5.66728, 3.82121, 1.85000], [5.93382, 4.61395, -0.57833], [4.02519, 4.71028, -2.02132], [1.73650, 4.09771, -1.10897], [0.22127, -4.79875, -1.70150], [0.94869, -3.48863, -1.84400], [1.89971, -3.04972, -0.91541], [2.61354, -1.92376, -1.12249], [3.64370, -1.52146, -0.06521], [2.32015, -1.03570, -2.19495], [3.03785, 0.27008, -2.35785], [4.09736, 0.49196, -1.88814], [1.38066, -1.44021, -3.11665], [1.03445, -0.74705, -4.35314], [0.72055, -2.63292, -2.91443], [-0.20589, -4.99811, -0.64824], [0.97221, -5.56242, -1.75807], [-0.50406, -4.94627, -2.44604], [2.21515, -3.61402, -0.03608], [3.56042, -2.11428, 0.87197], [3.62754, -0.50053, 0.22024], [4.65408, -1.76472, -0.37384], [2.43363, 0.98583, -3.00932], [1.12826, -1.40578, -5.21293], [1.51566, 0.22448, -4.58038], [-0.04140, -0.47866, -4.32299], [-0.09270, -2.88546, -3.59979], [-1.70350, 2.84231, 1.25135], [-2.18056, 4.62100, 2.31065], [-2.94279, 5.68740, 1.90293], [-3.28339, 6.57263, 2.93945], [-2.66456, 6.23684, 4.11192], [-1.80352, 4.78078, 3.96204], [-3.35057, 5.81825, 0.90821], [-3.94743, 7.44884, 2.77647], [-2.81976, 6.73648, 5.05845], [-0.03949, 3.01966, -2.93941], [-0.57543, 4.30054, -4.04067], [-0.60566, 4.04280, -5.38539], [-0.77029, 5.10395, -6.31272], [-1.10054, 6.35888, -5.88930], [-1.25731, 6.57939, -4.52500], [-0.90127, 5.59385, -3.62343], [-0.27191, 3.02556, -5.65983], [-0.49178, 5.01028, -7.33892], [-1.13730, 7.18905, -6.57315], [-1.54054, 7.52251, -4.07109], [-0.94652, 5.77069, -2.56815]], "mulliken_charge": [0.7243, -0.4874, 0.0443, 0.2584, 1.3365, -0.2703, -0.3993, 0.1275, -0.2442, 0.2991, -0.1938, -0.7365, -0.8849, -0.3066, -0.6628, -1.6588, 0.5227, -0.2987, -0.9682, -0.0913, -1.0238, -0.2551, -0.1326, -0.7649, -0.6034, 0.8534, 0.5543, 0.5093, 0.2760, 0.3401, 0.3167, 0.2509, 0.5210, 0.4278, 0.2632, 0.3973, 0.3786, 0.4035, 0.3331, 0.4278, 0.4020, 0.3280, 0.4022, -0.6755, 0.8344, -0.4972, 0.2021, -0.6421, -0.5292, -0.4037, -0.5881, -0.0865, 0.4868, 0.4390, 0.3950, 0.3764, 0.4037, -1.9012, 0.0942, -0.5260, 1.4346, -2.0065, 1.4143, -0.6473, -0.5344, 0.5839, -1.6832, -0.1011, 0.1087, 0.6094, 0.3448, 0.3307, 0.2427, 0.4579, 0.4288, -0.0630, 0.3793, 0.4224, 0.0800, 0.5068, 0.3378, 0.2618, -0.5456, -0.3371, -0.5611, -0.0919, 0.4307, 0.3249, 0.3785, -0.1916, 0.0270, -0.3176, -0.5547, -0.4041, -0.5818, -0.3728, 0.3201, 0.3633, 0.3560, 0.3509, 0.4011]}

=====

Entry 2:
{"formula": "C44H43I2N4O5SW", "method": "ωB97M-V with the def2-TZVPD basis set", "homo_energy_ev": [-4.71, -4.72], "spin_multiplicity": 1, "molar_mass_g_mol": 1177.6, "lumo_ha": [0.0656, 0.0656], "charge": -1, "total_energy_ha": -3358.50531, "orbital_gap_ev": [6.50, 6.50], "elements": ["W", "C", "O", "C", "C", "C", "C", "C", "C", "N", "N", "C", "O", "C", "C", "C", "C", "C", "C", "C", "O", "H", "H", "H", "H", "H", "H", "H", "H", "H", "H", "H", "H", "I", "C", "C", "C", "I", "C", "C", "C", "C", "N", "C", "C", "O", "H", "H", "H", "H", "C", "C", "C", "C", "C", "C", "C", "S", "C", "O", "H", "H", "H", "H", "H", "H", "H", "H", "H", "H", "C", "C", "C", "C", "C", "C", "C", "C", "C", "C", "C", "C", "N", "H", "H", "H", "H", "H", "H", "H", "H", "H", "H", "H", "H", "H", "H", "H", "H", "H"], "xyz": [[-0.66488, -0.04811, 0.15467], [-0.21969, 1.57688, 4.39033], [-1.41030, 0.96291, 4.87220], [-2.14499, 0.14843, 4.05325], [-3.06901, -0.66153, 4.70512], [-3.86859, -1.55981, 4.01544], [-3.74631, -1.67094, 2.63706], [-2.84014, -0.86394, 1.96904], [-2.58543, -0.88302, 0.49239], [-1.74739, -1.82726, -0.09544], [-2.07450, -2.13360, -1.43732], [-1.56170, -1.28940, -2.25151], [-0.92161, -0.19831, -1.84075], [-1.68411, -1.47786, -3.71546], [-2.01937, -2.72032, -4.24642], [-2.12855, -2.88214, -5.61754], [-1.90410, -1.80637, -6.47017], [-1.56570, -0.56916, -5.94266], [-1.45366, -0.40396, -4.56888], [-2.04220, 0.06672, 2.65573], [-1.20846, 0.82666, 1.92007], [0.22068, 2.06322, 5.26013], [-0.42185, 2.31360, 3.61534], [0.47434, 0.83186, 3.99604], [-3.12984, -0.57932, 5.78362], [-4.56660, -2.18445, 4.55887], [-4.33950, -2.38731, 2.08031], [-3.42193, -0.55859, -0.12696], [-2.18154, -3.54585, -3.56658], [-2.37960, -3.85312, -6.02674], [-1.98407, -1.93760, -7.54253], [-1.37713, 0.26997, -6.60162], [-1.16284, 0.54767, -4.14294], [2.90595, 3.86488, 0.87354], [0.86636, 3.98766, 0.47929], [0.25509, 5.25356, 0.49332], [-1.05919, 5.40567, 0.15732], [-1.87188, 7.33713, 0.16765], [-1.84106, 4.28438, -0.21594], [-3.17779, 4.32211, -0.66591], [-3.78373, 3.16341, -1.06086], [-3.09160, 1.94997, -0.95078], [-1.86908, 1.87241, -0.48626], [-1.21662, 3.02158, -0.17913], [0.17120, 2.83277, 0.15053], [0.66427, 1.64150, 0.06925], [0.84892, 6.11785, 0.75624], [-3.70290, 5.26647, -0.71614], [-4.79611, 3.16820, -1.43991], [-3.55851, 1.02002, -1.24614], [1.73784, 4.36020, -4.25516], [1.83590, 2.86886, -4.06111], [2.00627, 2.32526, -2.79309], [2.05637, 0.95353, -2.59236], [1.96302, 0.09273, -3.67804], [1.81097, 0.62408, -4.95665], [1.73889, 1.99652, -5.14172], [1.86073, -1.66455, -3.47626], [3.24221, -1.98913, -2.35174], [0.96806, -1.32215, -0.05146], [1.89760, 4.88473, -3.31315], [0.75212, 4.64143, -4.63265], [2.47847, 4.71677, -4.97414], [2.07421, 2.98394, -1.93514], [2.11317, 0.56210, -1.58425], [1.73634, -0.04937, -5.80161], [1.60869, 2.39488, -6.14294], [3.44486, -1.10580, -1.75376], [4.13399, -2.27478, -2.90773], [2.93686, -2.79002, -1.68126], [3.87006, -0.10998, 1.19386], [2.88688, 0.23377, 2.31829], [3.55931, 1.10921, 3.37538], [2.30895, -1.04442, 2.89568], [2.94715, -1.69836, 3.94588], [2.44606, -2.87740, 4.46578], [1.29504, -3.42939, 3.92996], [0.63939, -2.82758, 2.86280], [-0.54698, -3.50638, 2.21987], [-1.39611, -4.31589, 3.19648], [-0.07450, -4.37029, 1.04658], [1.15639, -1.62411, 2.35291], [0.53325, -1.00784, 1.23276], [4.22220, 0.80043, 0.70217], [3.37685, -0.74069, 0.45455], [4.73560, -0.64890, 1.59106], [2.06524, 0.79647, 1.86964], [4.36863, 0.58637, 3.88658], [2.84413, 1.44865, 4.12800], [3.99830, 1.98750, 2.90504], [3.84800, -1.28013, 4.37219], [2.95203, -3.36525, 5.29040], [0.90274, -4.35001, 4.34122], [-1.17984, -2.73689, 1.79394], [-0.88837, -5.22610, 3.52864], [-2.31994, -4.62010, 2.70027], [-1.66619, -3.72259, 4.07256], [0.60974, -5.15202, 1.39281], [0.42980, -3.75183, 0.30383], [-0.93318, -4.84101, 0.56292]], "mulliken_charge": [1.1958, -0.6611, -0.5534, 0.1128, -0.5968, -0.8319, -0.1667, -0.7517, -0.8377, 0.5138, -1.2372, -0.0213, -0.2452, 0.3983, -0.4943, -0.7098, -0.4197, -0.7951, 0.0697, 0.7248, -0.7087, 0.3747, 0.1898, 0.2074, 0.4475, 0.3536, 0.4994, 1.1396, 0.4556, 0.3795, 0.3861, 0.4014, 0.4489, 0.0099, 0.0777, -0.3811, -0.2807, 0.0110, 1.0557, -0.7620, -1.5623, 0.0028, 0.7157, -0.3026, -0.6648, -0.4740, 0.3969, 0.2631, 0.3960, 0.4207, -1.6884, 0.7321, -0.2134, 0.5975, 0.1229, -0.5401, -0.7184, 0.0364, -0.6246, -0.4904, 0.3252, 0.3328, 0.4141, -0.0282, -0.1744, 0.4439, 0.3845, 0.0605, 0.4666, 0.1928, -1.6307, 2.3419, -1.5381, 0.1814, -0.9771, -1.2741, -0.6125, 0.8055, 2.3177, -2.1150, -1.5683, -0.3835, 2.4579, 0.3645, 0.0304, 0.4434, -0.8515, 0.4102, 0.1968, 0.3716, 0.2586, 0.3929, 0.2663, -0.9050, 0.4848, 0.4145, 0.3977, 0.3232, 0.1889, 0.3862]}

=====

Entry 3:
{"formula": "C44H43ILaN6O10S", "method": "ωB97M-V with the def2-TZVPD basis set", "homo_energy_ev": -4.59, "spin_multiplicity": 1, "molar_mass_g_mol": 1113.7, "lumo_ha": 0.0711, "charge": -1, "total_energy_ha": -3511.16574, "orbital_gap_ev": 6.52, "elements": ["La", "O", "C", "O", "C", "C", "C", "C", "C", "O", "C", "C", "O", "O", "H", "H", "H", "H", "H", "H", "H", "H", "C", "O", "C", "C", "C", "C", "C", "C", "N", "N", "C", "O", "C", "C", "C", "C", "C", "C", "C", "O", "H", "H", "H", "H", "H", "H", "H", "H", "H", "H", "H", "H", "C", "C", "N", "H", "H", "H", "N", "C", "C", "C", "N", "C", "C", "H", "H", "H", "H", "H", "H", "N", "C", "O", "C", "I", "H", "H", "H", "H", "O", "S", "C", "C", "C", "C", "C", "C", "C", "C", "C", "C", "C", "C", "H", "H", "H", "H", "H", "H", "H", "H", "H", "H"], "xyz": [[-0.77529, 0.63540, 0.66377], [-2.44728, 5.03979, 0.95286], [-1.84587, 4.03665, 0.59973], [-1.80061, 2.91236, 1.18284], [-1.16177, 4.11760, -0.76034], [-1.72647, 3.02118, -1.69780], [-1.53216, 3.31775, -3.15883], [-0.04927, 3.21563, -3.28788], [0.37412, 2.67559, -1.92638], [-0.77647, 1.91826, -1.56266], [0.38531, 3.80867, -0.87794], [1.11488, 3.36351, 0.41187], [1.85437, 4.19984, 0.86996], [1.02572, 2.13625, 0.78790], [-1.40332, 5.11330, -1.14602], [-2.69245, 2.62865, -1.44799], [-2.02953, 2.57704, -3.82616], [-1.87230, 4.30110, -3.43560], [0.21051, 2.56334, -4.18743], [0.40739, 4.19975, -3.42242], [1.22401, 2.00870, -1.90466], [0.93811, 4.69585, -1.23767], [-2.86917, 3.68766, 4.46814], [-3.07227, 2.27133, 4.70135], [-4.00392, 1.68765, 3.82544], [-5.31748, 1.98153, 4.02636], [-6.34728, 1.52275, 3.16762], [-5.94416, 0.83057, 2.06058], [-4.59108, 0.46041, 1.84539], [-4.33251, -0.20247, 0.55830], [-3.18334, -0.21729, -0.05933], [-3.29596, -1.02713, -1.20436], [-2.15178, -1.41632, -1.68445], [-0.97523, -1.08070, -1.26690], [-2.29000, -2.27534, -2.88648], [-3.46611, -2.24516, -3.63912], [-3.59273, -2.93945, -4.80954], [-2.55314, -3.78221, -5.23489], [-1.34710, -3.81556, -4.53716], [-1.24935, -3.06346, -3.34995], [-3.56564, 0.85658, 2.74192], [-2.32755, 0.47936, 2.57440], [-2.17710, 4.06979, 5.24125], [-3.86550, 4.15207, 4.53158], [-2.40658, 3.87978, 3.48110], [-5.52291, 2.70596, 4.82334], [-7.35769, 1.87817, 3.34072], [-6.68742, 0.58434, 1.35049], [-5.21511, -0.53794, -0.02308], [-4.20758, -1.55000, -3.31572], [-4.51440, -2.90852, -5.42122], [-2.63551, -4.33775, -6.16363], [-0.46755, -4.38214, -4.87714], [-0.29681, -3.03091, -2.82493], [-0.57116, -4.61219, 0.53606], [-0.66060, -3.30104, 1.08778], [-0.69150, -2.27473, 1.60790], [-1.21190, -4.73025, -0.29830], [-0.75027, -5.40051, 1.27971], [0.44204, -4.75242, 0.15509], [5.53633, 0.76025, 4.73124], [4.80280, -0.01107, 3.84615], [4.84174, -1.41256, 3.97993], [4.04123, -2.16615, 3.15375], [3.21952, -1.64100, 2.25016], [3.21960, -0.31617, 2.11691], [4.05307, 0.53958, 2.79376], [5.70121, 0.38141, 5.65758], [5.15722, 1.70958, 4.81481], [5.55501, -1.85574, 4.71178], [4.13050, -3.24718, 3.17401], [2.55729, 0.04027, 1.38742], [3.99998, 1.60088, 2.61770], [-0.44678, 1.54426, 4.66003], [-0.28509, 0.39778, 4.00475], [0.34438, 0.31452, 2.91868], [-0.73089, -0.96236, 4.44700], [-1.98720, -1.28429, 6.15969], [-0.14125, 2.33513, 4.11937], [-1.31276, 1.62181, 5.21016], [0.17559, -1.56906, 4.61791], [-1.27364, -1.37742, 3.58601], [1.32171, -0.43445, -0.42056], [1.79362, -1.76177, -0.92878], [3.51575, -1.50105, -0.97947], [4.38811, -2.34073, -0.33021], [5.75867, -2.23727, -0.56370], [6.24261, -1.19341, -1.32785], [5.37792, -0.25270, -1.92752], [4.01155, -0.45659, -1.78310], [1.55947, -1.72370, -2.72159], [0.87585, -0.78032, -3.40761], [0.89607, -0.72357, -4.79031], [1.53740, -1.64139, -5.56073], [2.24568, -2.60823, -4.86631], [2.25407, -2.66321, -3.47947], [4.02418, -3.15052, 0.26110], [6.50146, -2.90989, -0.11873], [7.33341, -1.07967, -1.39385], [5.77672, 0.57594, -2.50725], [3.29493, 0.11284, -2.31863], [0.33627, -0.04842, -2.82945], [0.36849, 0.07506, -5.31081], [1.56459, -1.52096, -6.65012], [2.81543, -3.36751, -5.38105], [2.89996, -3.42159, -3.02027]], "mulliken_charge": [3.0084, -0.8076, -0.0942, -0.5633, 0.3377, -0.5717, -1.0288, -0.6413, 0.0712, -0.1703, 0.3817, -0.3555, -0.7940, -0.5675, 0.4158, 0.5564, 0.3255, 0.3928, 0.0574, 0.4445, 0.0237, 0.3820, -0.7028, -0.5274, -0.1767, -0.0403, -1.1715, -0.8417, 1.0613, -1.1816, 0.9452, -0.7933, -0.6570, 0.4994, 0.3014, -0.6612, -0.7513, -0.4270, -0.8993, 0.3741, -0.0330, 0.4871, 0.2347, 0.4023, 0.0925, 0.3758, 0.3567, 0.4070, 0.1828, 0.4737, 0.3305, 0.3722, 0.3799, 0.3835, -1.3675, 0.5899, -0.3237, 0.3120, 0.4124, 0.2075, -0.5989, 1.0849, -0.5182, -0.7193, -0.0560, 0.0056, -1.5148, 0.2237, 0.2605, 0.2929, 0.4129, 0.8159, 0.4045, -0.1496, -0.2090, -0.1836, -0.6548, -0.0332, 0.3626, 0.2834, 0.5443, -0.0250, -0.6476, 0.7816, 0.3877, -0.1356, -0.7100, -0.4242, -0.9723, -0.3420, 0.2038, 0.4884, -0.5435, -0.7765, -0.8739, -0.4371, 0.4466, 0.3922, 0.3215, 0.4465, 0.2830, 0.1395, 0.3819, 0.3737, 0.3992, 0.3589]}